{"formula": "C4H9NOS", "method": "ωB97M-V/def2-TZVPD", "spin_multiplicity": 2, "s2": 0.75, "total_charge": -1, "max_force_ev_per_a": 2.1, "relative_energy_ev": 0.5129, "gap_ev": [2.4, 8.9], "species": ["C", "C", "S", "C", "N", "C", "O", "H", "H", "H", "H", "H", "H", "H", "H", "H"], "positions_angstrom": [[-0.184, 0.497, -0.436], [0.743, 1.510, -1.108], [0.215, 1.673, -2.885], [0.095, 0.415, 1.044], [-0.541, -0.620, 1.709], [-0.730, -1.954, 1.114], [0.690, 1.265, 1.682], [-1.210, 0.853, -0.586], [-0.078, -0.452, -0.948], [0.840, 2.504, -0.703], [1.754, 1.116, -1.235], [1.058, 0.757, -3.470], [-0.342, -0.592, 2.680], [-0.443, -2.648, 1.916], [-1.792, -2.122, 0.944], [-0.075, -2.202, 0.281]]}